Record 1
Density functional theory data (ωB97M-V/def2-TZVPD) for 2 unconnected molecules or ions with the total composition C3H10NS in a non-equilibrium geometry.

Positions of all 15 atoms, in Å:
1 C 2.120 -2.522 -0.853
2 N 2.038 -1.075 -1.010
3 H 2.926 -2.961 -1.450
4 H 2.331 -2.771 0.191
5 H 1.190 -3.060 -1.095
6 H 1.273 -0.679 -0.464
7 H 1.870 -0.854 -1.982
8 C -2.039 2.465 0.685
9 C -1.402 1.132 1.154
10 S -1.285 -0.125 -0.170
11 H -1.991 2.509 -0.406
12 H -3.111 2.528 0.902
13 H -1.504 3.339 1.088
14 H -0.376 1.321 1.463
15 H -2.041 0.752 1.947

Results
Total charge: -2
LUMO energy (alpha / beta), eV: 6.424 / 6.411
ΔE to the lowest compared entry with this formula, charge and spin, eV: 0.218
Highest occupied orbital energy (alpha / beta), hartree: 0.161 / 0.008
Spin multiplicity: 2

***

Record 2
Density functional theory data (ωB97M-V/def2-TZVPD) for 2 unconnected molecules or ions with the total composition C3H10NS in a non-equilibrium geometry.

Positions of all 15 atoms, in Å:
1 C -1.346 -0.062 3.638
2 N -1.205 0.585 2.550
3 H -1.045 0.413 4.588
4 H -1.946 -0.913 3.654
5 H -0.844 0.131 1.700
6 H -0.914 1.576 2.531
7 C 1.395 -0.650 -2.734
8 C 0.928 0.471 -1.965
9 S 0.033 -0.374 -0.472
10 H 0.728 -1.475 -2.556
11 H 2.395 -1.180 -2.460
12 H 1.282 -0.827 -3.890
13 H 1.645 1.077 -1.540
14 H 0.145 1.008 -2.352
15 H -1.251 0.219 -0.693

Results
Total charge: +2
LUMO energy (alpha / beta), eV: -9.673 / -12.918
ΔE to the lowest compared entry with this formula, charge and spin, eV: 2.896
Highest occupied orbital energy (alpha / beta), hartree: -0.735 / -0.733
Spin multiplicity: 2

***

Record 3
Density functional theory data (ωB97M-V/def2-TZVPD) for 2 unconnected molecules or ions with the total composition C3H10NS2.

Positions of all 16 atoms, in Å:
1 C 0.539 1.748 -0.342
2 C -0.186 0.916 -1.397
3 S -0.987 2.046 -2.605
4 N 1.384 0.880 0.470
5 H 1.176 2.482 -0.855
6 H -0.226 2.278 0.242
7 H 0.518 0.280 -1.929
8 H -0.945 0.305 -0.916
9 H -1.754 1.114 -3.187
10 H 1.788 1.426 1.222
11 H 0.804 0.120 0.909
12 C -0.384 -2.857 1.684
13 S -0.940 -1.124 1.455
14 H -0.568 -3.458 0.792
15 H 0.685 -2.862 1.917
16 H -0.903 -3.294 2.540

Results
Total charge: -1
LUMO energy, eV: 3.120
ΔE to the lowest compared entry with this formula, charge and spin, eV: 0.306
Highest occupied orbital energy, hartree: -0.098

***

Record 4
Density functional theory data (ωB97M-V/def2-TZVPD) for a molecular structure, C3H10NS2 in a non-equilibrium geometry.

Positions of all 16 atoms, in Å:
1 C -1.702 0.741 0.341
2 C -0.190 0.669 0.298
3 C 0.382 -0.775 0.517
4 N 0.366 1.003 -1.106
5 S 0.002 -1.766 -0.885
6 S 2.222 -0.683 0.705
7 H -2.065 0.865 1.333
8 H -2.066 1.566 -0.115
9 H -2.256 -0.122 -0.094
10 H 0.407 1.327 1.069
11 H -0.132 -1.343 1.735
12 H 0.426 2.060 -1.164
13 H -0.238 0.456 -1.781
14 H 1.392 0.588 -1.191
15 H 0.932 -2.762 -0.791
16 H 2.521 -1.825 1.128

Results
Total charge: +1
LUMO energy, eV: -3.540
ΔE to the lowest compared entry with this formula, charge and spin, eV: 2.545
Highest occupied orbital energy, hartree: -0.489

***

Number 1: electronic energy -573.09261 hartree. Number 2: electronic energy -572.40984 hartree. Number 3: electronic energy -971.45188 hartree. Number 4: electronic energy -971.10101 hartree.